DFT (ωB97M-V/def2-TZVPD) results for a 3-piece molecular cluster, C10H25N2O7S overall in a non-equilibrium geometry.

Total charge: +1
Gap between HOMO and LUMO: 7.845 eV
Energy: -1430.05636 a.u.
Largest force on an atom: 4.1 eV/Å
E_HOMO: -12.42 eV

Each atom is followed by the atoms it is bonded to, with distances in Å.
Positions of all 45 atoms, in Å:
1 C -2.30280 -1.09051 -2.18831  C2 1.662, H7 1.180, H8 1.178, H9 1.184
2 C -2.77144 -2.54368 -2.84371  C1 1.662, N3 1.513, H10 1.191, H11 1.192
3 N -3.63492 -2.39257 -4.07649  C2 1.513, S4 1.747, H12 1.063
4 S -5.14616 -1.57691 -3.75335  N3 1.747, N5 1.747, O6 1.739
5 N -5.75579 -1.88490 -2.14567  S4 1.747, H13 1.044, H14 1.043
6 O -4.79203 0.12408 -3.83219  S4 1.739, H15 1.012
7 H -3.12848 -0.78358 -1.40318  C1 1.180
8 H -2.25303 -0.30807 -3.06717  C1 1.178
9 H -1.29103 -1.16833 -1.57765  C1 1.184
10 H -3.23073 -3.28269 -2.03085  C2 1.191
11 H -1.76008 -3.06656 -3.19823  C2 1.192
12 H -3.80505 -3.33472 -4.53808  N3 1.063
13 H -5.88727 -2.90015 -1.94284  N5 1.044
14 H -5.22405 -1.38579 -1.39955  N5 1.043
15 H -4.89916 0.46235 -2.88475  O6 1.012
16 C -4.08023 3.38189 1.91098  C17 1.518, H23 1.095, H24 1.094, H25 1.094
17 C -4.02719 1.87085 1.77111  C16 1.518, O18 1.434, H26 1.095, H27 1.096
18 O -2.84502 1.46880 1.06691  C17 1.434, C19 1.356
19 C -1.70596 1.43612 1.80238  O18 1.356, O20 1.222, O21 1.356
20 O -1.60999 1.70533 2.99019  C19 1.222
21 O -0.68590 1.07472 0.98467  C19 1.356, C22 1.424
22 C 0.58962 1.07586 1.61815  O21 1.424, H28 1.095, H29 1.095, H30 1.093
23 H -3.97237 3.86353 0.93328  C16 1.095
24 H -5.02700 3.69616 2.35925  C16 1.094
25 H -3.26303 3.74989 2.53794  C16 1.094
26 H -4.88209 1.53019 1.17749  C17 1.095
27 H -4.09171 1.37174 2.74480  C17 1.096
28 H 0.58072 0.47827 2.53555  C22 1.095
29 H 0.89838 2.10462 1.83053  C22 1.095
30 H 1.31279 0.63304 0.92779  C22 1.093
31 C 7.04132 -1.82488 2.31595  C32 1.518, H38 1.095, H39 1.094, H40 1.094
32 C 7.18376 -0.31474 2.24662  C31 1.518, O33 1.434, H41 1.095, H42 1.096
33 O 6.93025 0.15716 0.91692  C32 1.434, C34 1.356
34 C 5.62316 0.26924 0.57282  O33 1.356, O35 1.222, O36 1.356
35 O 4.66731 0.01631 1.29043  C34 1.222
36 O 5.56043 0.68919 -0.71538  C34 1.356, C37 1.424
37 C 4.23542 0.77551 -1.23030  O36 1.424, H43 1.095, H44 1.095, H45 1.093
38 H 7.66785 -2.30638 1.55757  C31 1.095
39 H 7.33027 -2.19603 3.30329  C31 1.094
40 H 6.01082 -2.13430 2.11937  C31 1.094
41 H 8.21358 -0.03477 2.49231  C32 1.095
42 H 6.53194 0.18695 2.97104  C32 1.096
43 H 3.59272 1.37862 -0.58067  C37 1.095
44 H 3.82022 -0.22943 -1.35876  C37 1.095
45 H 4.28197 1.25856 -2.21018  C37 1.093

***

DFT (ωB97M-V/def2-TZVPD) results for a 2-piece molecular cluster, C2H7N3O3 overall in a non-equilibrium geometry.

Gap between HOMO and LUMO: 9.952 eV
Energy: -470.33527 a.u.
ΔE to the lowest compared entry with this formula, charge and spin: 65.2 kcal per mole
Largest force on an atom: 4.9 eV/Å
SMILES string: NNC(=O)O.NC=O
E_HOMO: -9.16 eV

Each atom is followed by the atoms it is bonded to, with distances in Å.
Positions of all 15 atoms, in Å:
1 N -0.06932 0.93850 -0.39604  C2 1.492, N3 1.419, H7 1.019
2 C 0.27113 -0.14642 -1.36272  N1 1.492, O4 1.359, O5 1.210
3 N 1.01908 1.56337 0.26615  N1 1.419, H8 1.024, H9 1.024
4 O -0.52704 0.01538 -2.45036  C2 1.359, H6 0.971
5 O 1.35718 -0.67872 -1.35484  C2 1.210
6 H -0.28222 -0.69778 -3.06215  O4 0.971
7 H -0.69936 1.63142 -0.79884  N1 1.019
8 H 1.84941 1.01969 0.01594  N3 1.024
9 H 0.84904 1.40451 1.26292  N3 1.024
10 N -0.12371 -0.78438 1.88624  C11 1.391, H13 1.012, H14 1.014
11 C -0.93870 -0.51058 0.79237  N10 1.391, O12 1.286, H15 1.102
12 O -1.05909 -1.42343 -0.10552  C11 1.286
13 H -0.60432 -1.23396 2.65447  N10 1.012
14 H 0.73393 -1.27290 1.65530  N10 1.014
15 H -1.77601 0.17531 0.99708  C11 1.102

***

DFT (ωB97M-V/def2-TZVPD) results for a 7-piece molecular cluster, C17H35Cl13OSi overall.

Gap between HOMO and LUMO: 10.840 eV
Energy: -7016.01516 a.u.
Largest force on an atom: 0.5 eV/Å
SMILES string: CCC[SiH2]CC(=O)Cl.ClCCCl.ClCCCl.ClCCCl.ClCCCl.ClCCCl.ClCCCl
E_HOMO: -10.42 eV

Each atom is followed by the atoms it is bonded to, with distances in Å.
Positions of all 67 atoms, in Å:
1 C 1.52724 0.28473 1.33348  C2 1.525, H9 1.092, H10 1.091, H11 1.091
2 C 1.71690 0.64186 -0.13646  C1 1.525, C3 1.553, H12 1.094, H13 1.092
3 C 1.28892 2.07948 -0.53995  C2 1.553, Si4 1.875, H14 1.092, H15 1.094
4 Si -0.01033 2.90290 0.53203  C3 1.875, C5 1.911, H16 1.476, H17 1.476
5 C -1.63044 1.89689 0.64792  Si4 1.911, C6 1.475, H18 1.091, H19 1.091
6 C -1.68424 0.72644 -0.24762  C5 1.475, O7 1.186, Cl8 1.796
7 O -1.60769 -0.41218 0.07597  C6 1.186
8 Cl -1.89009 1.12179 -1.98727  C6 1.796
9 H 0.48114 0.14180 1.61288  C1 1.092
10 H 2.00129 1.02772 1.97578  C1 1.091
11 H 2.03043 -0.65829 1.55144  C1 1.091
12 H 2.78471 0.54426 -0.35188  C2 1.094
13 H 1.22884 -0.09234 -0.78057  C2 1.092
14 H 0.95245 2.07014 -1.57886  C3 1.092
15 H 2.16838 2.72882 -0.50209  C3 1.094
16 H -0.31433 4.22860 -0.04125  Si4 1.476
17 H 0.50692 3.10702 1.89963  Si4 1.476
18 H -1.78054 1.52753 1.66304  C5 1.091
19 H -2.44450 2.58688 0.41940  C5 1.091
20 Cl 3.11543 -1.99147 4.36988  C21 1.783
21 C 4.89052 -1.84388 4.28678  Cl20 1.783, C22 1.506, H24 1.086, H25 1.089
22 C 5.31524 -0.47445 3.82491  C21 1.506, Cl23 1.783, H26 1.089, H27 1.087
23 Cl 4.88342 -0.19217 2.11804  C22 1.783
24 H 5.25478 -2.62091 3.62116  C21 1.086
25 H 5.27339 -2.03205 5.28853  C21 1.089
26 H 6.39678 -0.37783 3.90330  C22 1.089
27 H 4.84776 0.30727 4.41836  C22 1.087
28 Cl -5.90443 -3.20430 2.07220  C29 1.783
29 C -5.96894 -1.53222 1.45695  Cl28 1.783, C30 1.507, H32 1.087, H33 1.089
30 C -4.60942 -0.88398 1.42454  C29 1.507, Cl31 1.784, H34 1.090, H35 1.087
31 Cl -3.96908 -0.58046 3.06166  C30 1.784
32 H -6.65897 -0.97531 2.08566  C29 1.087
33 H -6.37123 -1.57956 0.44642  C29 1.089
34 H -4.67992 0.08377 0.92839  C30 1.090
35 H -3.88349 -1.49478 0.89466  C30 1.087
36 Cl 3.46366 -5.71205 5.59572  C37 1.782
37 C 3.10165 -5.91827 3.86309  Cl36 1.782, C38 1.507, H40 1.088, H41 1.089
38 C 4.27348 -6.47071 3.09374  C37 1.507, Cl39 1.784, H42 1.089, H43 1.087
39 Cl 5.63175 -5.32004 2.97894  C38 1.784
40 H 2.78351 -4.95202 3.47815  C37 1.088
41 H 2.27075 -6.61829 3.79251  C37 1.089
42 H 3.96431 -6.69621 2.07466  C38 1.089
43 H 4.65533 -7.37737 3.55576  C38 1.087
44 Cl 1.64548 -2.50519 -3.45639  C45 1.784
45 C 0.35854 -1.37746 -3.96142  Cl44 1.784, C46 1.505, H48 1.087, H49 1.089
46 C -0.45920 -1.91877 -5.10361  C45 1.505, Cl47 1.787, H50 1.089, H51 1.087
47 Cl 0.47664 -2.01923 -6.62227  C46 1.787
48 H 0.82860 -0.43296 -4.22505  C45 1.087
49 H -0.28516 -1.21924 -3.09738  C45 1.089
50 H -1.30088 -1.25379 -5.29063  C46 1.089
51 H -0.83576 -2.91476 -4.88583  C46 1.087
52 Cl -0.88438 2.05013 -5.95315  C53 1.784
53 C -1.02680 1.99263 -7.73027  Cl52 1.784, C54 1.507, H56 1.087, H57 1.089
54 C 0.30278 1.74146 -8.39329  C53 1.507, Cl55 1.783, H58 1.089, H59 1.087
55 Cl 1.41281 3.12502 -8.21459  C54 1.783
56 H -1.46733 2.93116 -8.05636  C53 1.087
57 H -1.71040 1.17953 -7.96888  C53 1.089
58 H 0.15301 1.58722 -9.46052  C54 1.089
59 H 0.79088 0.86474 -7.97459  C54 1.087
60 Cl -4.89838 3.78983 1.38183  C61 1.786
61 C -4.49651 4.54440 2.94936  Cl60 1.786, C62 1.507, H64 1.087, H65 1.088
62 C -3.46661 5.63422 2.79731  C61 1.507, Cl63 1.784, H66 1.089, H67 1.087
63 Cl -1.87166 4.97462 2.34639  C62 1.784
64 H -4.14965 3.75980 3.61709  C61 1.087
65 H -5.42078 4.96106 3.34537  C61 1.088
66 H -3.33860 6.15766 3.74309  C62 1.089
67 H -3.75798 6.35111 2.03411  C62 1.087

***

DFT (ωB97M-V/def2-TZVPD) results for a 10-piece molecular cluster, C36H72O16 overall in a non-equilibrium geometry.

Gap between HOMO and LUMO: 9.580 eV
Energy: -2618.19784 a.u.
ΔE to the lowest compared entry with this formula, charge and spin: 345.1 kcal per mole
Largest force on an atom: 13.0 eV/Å
SMILES string: CCOC(C)=O.CCOC(C)=O.CCOC(C)=O.CCOC(C)=O.CCOC(C)=O.CCOC(C)=O.CC(C)=O.CC(C)=O.CC(C)=O.CC(C)=O
E_HOMO: -9.26 eV

Each atom is followed by the atoms it is bonded to, with distances in Å.
Positions of all 124 atoms, in Å:
1 O 2.92168 -0.23835 3.85057  C2 1.179
2 C 2.34968 0.10665 4.82257  O1 1.179, O3 1.373, C6 1.565
3 O 1.43468 1.11565 4.99857  C2 1.373, C4 1.467
4 C 1.04268 1.83965 3.78457  O3 1.467, C5 1.469, H7 1.103, H8 1.108
5 C 0.08668 2.90665 4.11157  C4 1.469, H9 1.029, H10 1.051, H11 1.163
6 C 2.74168 -0.40335 6.24957  C2 1.565, H12 1.154, H13 1.123, H14 1.108
7 H 0.73868 0.99165 3.14757  C4 1.103
8 H 1.92368 2.25765 3.25757  C4 1.108
9 H 0.41368 3.39865 4.95357  C5 1.029
10 H -0.82932 2.48465 4.40657  C5 1.051
11 H 0.05568 3.60465 3.18157  C5 1.163
12 H 1.71768 -0.81835 6.58257  C6 1.154
13 H 3.15968 0.48865 6.78957  C6 1.123
14 H 3.49468 -1.21335 6.31257  C6 1.108
15 O -4.07532 -1.27135 -2.44843  C16 1.173
16 C -5.17032 -1.49035 -2.08843  O15 1.173, O17 1.369, C20 1.528
17 O -6.32532 -1.31535 -2.80243  C16 1.369, C18 1.463
18 C -6.26832 -0.97635 -4.22443  O17 1.463, C19 1.481, H21 1.122, H22 1.198
19 C -7.60332 -0.66435 -4.78543  C18 1.481, H23 0.988, H24 1.183, H25 1.042
20 C -5.42632 -1.66635 -0.59243  C16 1.528, H26 1.149, H27 1.110, H28 0.991
21 H -5.69532 -1.68135 -4.88343  C18 1.122
22 H -5.61132 0.02565 -4.24143  C18 1.198
23 H -8.07732 -1.53035 -4.74843  C19 0.988
24 H -7.69432 -0.23535 -5.88443  C19 1.183
25 H -8.29232 -0.15935 -4.18943  C19 1.042
26 H -6.56832 -1.78235 -0.64743  C20 1.149
27 H -5.11032 -0.96335 0.20657  C20 1.110
28 H -5.36532 -2.58235 -0.21843  C20 0.991
29 O 1.43368 -0.13635 -5.42543  C30 1.177
30 C 1.60468 -1.29535 -5.31743  O29 1.177, O31 1.249, C34 1.546
31 O 2.38468 -2.02135 -5.96843  C30 1.249, C32 1.431
32 C 3.00768 -1.41035 -7.10243  O31 1.431, C33 1.633, H35 1.125, H36 1.073
33 C 4.19568 -2.34335 -7.72343  C32 1.633, H37 1.227, H38 0.998, H39 0.923
34 C 0.81368 -2.16435 -4.31343  C30 1.546, H40 0.995, H41 0.884, H42 1.129
35 H 3.38968 -0.39235 -6.81243  C32 1.125
36 H 2.21668 -1.28235 -7.81543  C32 1.073
37 H 4.78168 -1.77935 -8.64243  C33 1.227
38 H 3.80868 -3.24535 -7.90443  C33 0.998
39 H 4.88468 -2.34435 -7.10943  C33 0.923
40 H 1.36968 -2.89535 -3.93143  C34 0.995
41 H 0.10468 -2.56735 -4.65543  C34 0.884
42 H 0.42668 -1.45935 -3.52143  C34 1.129
43 O 4.70268 -2.78935 2.39857  C44 1.274
44 C 3.91468 -3.72935 2.74457  O43 1.274, O45 1.284, C48 1.515
45 O 4.26868 -4.86935 3.21857  C44 1.284, C46 1.368
46 C 5.55068 -5.03535 3.66657  O45 1.368, C47 1.483, H49 1.147, H50 0.932
47 C 5.80368 -6.40535 4.17457  C46 1.483, H51 1.058, H52 0.961, H53 1.141
48 C 2.42268 -3.46535 2.76257  C44 1.515, H54 0.937, H55 1.135, H56 1.189
49 H 5.63468 -4.31935 4.55857  C46 1.147
50 H 6.09068 -4.56635 3.06857  C46 0.932
51 H 5.56668 -7.05335 3.37257  C47 1.058
52 H 5.06668 -6.73835 4.69457  C47 0.961
53 H 6.85668 -6.37335 4.61157  C47 1.141
54 H 1.89068 -4.23635 2.77057  C48 0.937
55 H 2.13668 -2.95035 1.79257  C48 1.135
56 H 2.02468 -2.80135 3.66557  C48 1.189
57 O 4.00068 0.91565 -1.72743  C58 1.217
58 C 3.45668 1.98065 -1.49943  O57 1.217, O59 1.390, C62 1.491
59 O 3.62768 2.69065 -0.31643  C58 1.390, C60 1.456
60 C 4.54168 2.22265 0.71557  O59 1.456, C61 1.577, H63 1.016, H64 1.197
61 C 4.50868 3.37265 1.79357  C60 1.577, H65 1.065, H66 1.290, H67 0.932
62 C 2.62068 2.76865 -2.45043  C58 1.491, H68 1.108, H69 1.030, H70 0.971
63 H 5.44068 2.07765 0.26557  C60 1.016
64 H 4.04368 1.24665 1.19857  C60 1.197
65 H 5.16568 3.01865 2.55357  C61 1.065
66 H 3.48168 3.28965 2.57057  C61 1.290
67 H 4.72668 4.24065 1.53257  C61 0.932
68 H 3.25468 3.56665 -2.88543  C62 1.108
69 H 1.97568 3.06265 -1.70343  C62 1.030
70 H 2.20368 2.29965 -3.19143  C62 0.971
71 O -0.61932 3.84365 -2.10143  C72 1.232
72 C -0.57732 5.05365 -1.87343  O71 1.232, O73 1.347, C76 1.511
73 O -0.03232 5.68365 -0.81543  C72 1.347, C74 1.454
74 C 0.49468 4.95765 0.32857  O73 1.454, C75 1.459, H77 1.084, H78 1.096
75 C 1.13068 5.92565 1.21557  C74 1.459, H79 1.035, H80 0.997, H81 1.263
76 C -1.34232 6.06965 -2.68943  C72 1.511, H82 1.163, H83 1.117, H84 1.211
77 H 1.27768 4.23865 0.11657  C74 1.084
78 H -0.34632 4.34065 0.66457  C74 1.096
79 H 1.86268 6.61165 0.96257  C75 1.035
80 H 1.54668 5.62965 2.07157  C75 0.997
81 H 0.22668 6.43765 1.93457  C75 1.263
82 H -2.33532 6.25665 -2.11343  C76 1.163
83 H -1.45232 5.55365 -3.67343  C76 1.117
84 H -0.80932 7.15565 -2.63643  C76 1.211
85 C 0.08868 -5.47435 -1.59243  C86 1.472, H89 1.110, H90 1.061, H91 1.138
86 C -0.31732 -4.09435 -1.27843  C85 1.472, O87 1.292, C88 1.584
87 O 0.49068 -3.09035 -1.18143  C86 1.292
88 C -1.88932 -3.90635 -1.32643  C86 1.584, H92 1.026, H93 1.090, H94 1.124
89 H 1.18668 -5.46035 -1.75543  C85 1.110
90 H -0.20132 -5.98735 -2.47443  C85 1.061
91 H -0.00332 -6.39335 -0.92743  C85 1.138
92 H -2.33632 -4.51235 -2.02343  C88 1.026
93 H -2.16432 -2.91535 -1.68643  C88 1.090
94 H -2.37032 -3.87835 -0.31043  C88 1.124
95 C -2.54432 -0.33035 4.01357  C96 1.509, H99 1.087, H100 1.121, H101 1.023
96 C -2.27432 0.16165 5.41457  C95 1.509, O97 1.311, C98 1.468
97 O -2.81932 1.24165 5.91857  C96 1.311
98 C -1.54032 -0.74335 6.30757  C96 1.468, H102 1.085, H103 1.173, H104 1.097
99 H -2.71732 0.51365 3.35157  C95 1.087
100 H -3.43232 -1.01435 3.98357  C95 1.121
101 H -1.69632 -0.83435 3.74357  C95 1.023
102 H -1.61132 -0.41735 7.33957  C98 1.085
103 H -0.50332 -0.83935 5.76757  C98 1.173
104 H -2.09332 -1.68235 6.43057  C98 1.097
105 C 0.67268 -0.00335 -0.16643  C106 1.517, H109 1.078, H110 1.098, H111 1.171
106 C -0.64632 0.55465 0.33257  C105 1.517, O107 1.263, C108 1.574
107 O -0.74532 1.74365 0.74757  C106 1.263
108 C -1.88832 -0.39135 0.52957  C106 1.574, H112 0.957, H113 1.099, H114 1.056
109 H 0.60968 -0.53835 -1.10043  C105 1.078
110 H 0.90468 -0.66935 0.67457  C105 1.098
111 H 1.62868 0.64565 -0.35343  C105 1.171
112 H -2.07432 -0.70835 -0.35443  C108 0.957
113 H -2.72332 0.03865 1.09957  C108 1.099
114 H -1.40632 -1.23935 0.93457  C108 1.056
115 C -5.78232 2.62465 -2.32443  C116 1.549, H119 1.130, H120 1.050, H121 1.208
116 C -5.13832 2.55665 -0.91743  C115 1.549, O117 1.230, C118 1.451
117 O -5.83932 2.53965 0.09257  C116 1.230
118 C -3.68932 2.62465 -0.89543  C116 1.451, H122 0.987, H123 1.061, H124 1.172
119 H -5.96132 3.68665 -2.66643  C115 1.130
120 H -6.66832 2.06065 -2.30543  C115 1.050
121 H -5.03432 2.17365 -3.15843  C115 1.208
122 H -3.37232 3.45965 -1.31643  C118 0.987
123 H -3.24232 1.69865 -1.15743  C118 1.061
124 H -3.24932 2.73065 0.18557  C118 1.172

***

Number 3 is which compound? C17H35Cl13OSi